C21H47Cl17NOPSi | ωB97M-V/def2-TZVPD

Output
- M: 991.37 Da
- E_HOMO: -7.89 eV
- Electronic energy: -256126.644 eV
- LUMO: 0.218 eV
- Frontier orbital gap: 8.1082 eV

The geometry in XYZ format:
```
89
C21H47Cl17NOPSi | the OMol25 dataset | ωB97M-V/def2-TZVPD
C -2.0186 -3.7270 -0.4424
C -1.0502 -3.4536 -1.5835
Cl -1.8266 -3.6179 -3.2114
C -0.2662 -2.1535 -1.4482
Si -1.2644 -0.5121 -1.4080
C -2.9910 -0.6490 -2.1840
N -2.8576 -0.2608 -3.6277
P -0.0698 1.1036 -2.4279
C 1.0435 0.2957 -3.6386
O 0.9684 1.6132 -1.2095
H -2.6010 -4.6288 -0.6489
H -1.4310 -3.9555 0.4536
H -2.6946 -2.8963 -0.2257
H -0.3220 -4.2706 -1.5640
H 0.5324 -2.1103 -2.1950
H 0.2415 -2.2126 -0.4750
H -1.3201 -0.0975 -0.0247
H -3.6798 0.0563 -1.7192
H -3.4318 -1.6489 -2.1073
H -3.5706 -0.7230 -4.1791
H -1.9518 -0.5973 -3.9333
H 0.5530 -0.4510 -4.2693
H 1.5510 1.0367 -4.2573
H 1.8414 -0.2019 -3.0698
H 0.9151 2.5731 -1.1809
Cl -2.1689 0.6042 -6.4443
C -3.5948 1.6017 -6.8111
C -4.1631 1.3097 -8.1759
Cl -3.0785 1.8388 -9.4884
H -3.3056 2.6452 -6.7146
H -4.3391 1.3802 -6.0467
H -5.1009 1.8484 -8.3036
H -4.3539 0.2474 -8.3076
Cl -6.4397 -7.7661 -2.6306
C -5.3323 -6.6689 -3.4973
C -4.8326 -5.5502 -2.6216
Cl -6.1243 -4.3975 -2.1906
H -5.8555 -6.2860 -4.3701
H -4.4896 -7.2700 -3.8355
H -4.0683 -4.9822 -3.1471
H -4.4027 -5.9310 -1.6980
Cl -5.1390 3.1059 0.9750
C -5.2569 1.6966 2.0604
C -3.9388 0.9820 2.2068
Cl -3.4356 0.1710 0.6933
H -6.0259 1.0353 1.6686
H -5.5817 2.0679 3.0313
H -4.0213 0.2085 2.9692
H -3.1430 1.6647 2.4969
Cl 5.5862 -0.4347 -5.5507
C 4.5772 0.8607 -6.2448
C 4.6536 2.1315 -5.4383
Cl 3.8816 1.9527 -3.8403
H 3.5569 0.4903 -6.3124
H 4.9443 1.0465 -7.2530
H 4.1264 2.9304 -5.9581
H 5.6804 2.4452 -5.2795
Cl 6.9479 3.3587 -3.1559
C 6.3569 2.6837 -1.6152
C 7.4327 2.6498 -0.5605
Cl 8.7134 1.4705 -0.9414
H 5.9612 1.6920 -1.8165
H 5.5369 3.3197 -1.2849
H 6.9983 2.3507 0.3923
H 7.9005 3.6235 -0.4364
Cl -0.9523 -0.9569 4.0191
C 0.0712 0.1683 3.0785
C 0.5811 1.3135 3.9110
Cl -0.7317 2.4244 4.3991
H -0.5157 0.5200 2.2319
H 0.9098 -0.4116 2.6967
H 1.2918 1.8968 3.3275
H 1.0777 0.9698 4.8154
Cl 1.1809 0.2187 10.0234
C 0.1493 0.4899 8.5932
C 0.4356 -0.5003 7.4963
Cl 2.0518 -0.2463 6.7829
H 0.3055 1.5123 8.2565
H -0.8841 0.3907 8.9212
H -0.2912 -0.3808 6.6938
H 0.3855 -1.5253 7.8555
Cl 4.3323 3.0854 8.1152
C 3.8764 2.4253 9.7096
C 5.0137 2.4809 10.6961
Cl 6.3325 1.3602 10.2691
H 3.5242 1.4087 9.5620
H 3.0444 3.0259 10.0746
H 4.6547 2.1882 11.6818
H 5.4336 3.4816 10.7649
```